The following is a DFT calculation (the ωB97M-V functional and the def2-TZVPD basis) of C15H26AsNSSe3TeW as an isolated structure.

Geometry as XYZ:
```
49
Properties=species:S:1:pos:R:3:forces:R:3:nbo_charge:R:1
W 0.116 0.781 1.250 1.0 -0.5 -0.5 0.6050
Se -0.363 -0.349 3.359 0.0 0.3 0.1 0.1511
Se 1.320 1.254 3.758 0.0 0.2 0.2 -0.0034
Te -0.064 3.166 2.693 -0.2 0.0 0.1 0.6918
Se 1.192 3.037 0.565 -0.4 -0.2 0.1 -0.1657
C 4.816 -0.197 -0.923 0.1 0.0 -0.1 -0.9567
As 3.929 -0.033 0.755 -0.1 -0.1 0.1 1.5090
C 4.345 1.671 1.494 0.1 0.2 0.0 -0.9585
C 4.561 -1.389 1.934 0.0 -0.1 0.1 -0.9598
S 1.850 -0.536 0.284 -0.2 0.3 -0.3 -0.3253
H 5.891 -0.176 -0.741 0.0 0.0 -0.1 0.2730
H 4.523 0.633 -1.565 0.0 0.0 0.0 0.2711
H 4.530 -1.144 -1.382 0.0 0.0 0.0 0.2764
H 5.432 1.690 1.584 0.0 0.0 0.0 0.2767
H 3.888 1.780 2.474 0.0 0.0 0.0 0.2589
H 4.010 2.461 0.824 0.1 -0.1 0.1 0.2734
H 5.644 -1.289 2.016 0.0 0.0 0.0 0.2733
H 4.305 -2.361 1.514 0.0 0.0 0.0 0.2758
H 4.096 -1.268 2.911 0.0 0.0 0.0 0.2633
C -0.388 2.011 -2.373 0.2 -0.1 0.1 -0.5904
C -1.894 1.922 -2.108 0.0 0.0 -0.2 -0.2601
C -2.427 2.897 -1.061 0.1 0.0 0.3 -0.5880
C -2.370 0.509 -1.867 -0.2 0.0 -0.5 0.0574
C -3.218 -0.071 -2.802 0.0 0.0 0.2 -0.2051
C -3.727 -1.348 -2.618 0.1 0.0 0.2 -0.1116
C -3.409 -2.067 -1.473 0.0 0.0 0.0 -0.2057
C -2.560 -1.546 -0.508 -0.3 -0.4 -0.2 0.0502
C -2.273 -2.359 0.733 0.0 -0.2 -0.1 -0.2646
C -0.807 -2.769 0.862 0.3 0.2 -0.1 -0.5895
C -2.857 -1.712 1.988 0.0 0.3 0.0 -0.5985
C -2.032 -0.268 -0.745 0.5 0.1 0.1 0.0317
N -1.071 0.202 0.115 0.0 1.0 0.8 -0.4502
H -0.084 3.057 -2.450 0.0 0.0 0.0 0.2222
H -0.142 1.521 -3.314 0.0 0.0 0.0 0.2315
H 0.216 1.531 -1.594 -0.2 0.1 -0.3 0.1689
H -2.380 2.213 -3.040 0.1 0.1 0.0 0.2296
H -2.135 2.640 -0.033 0.0 0.0 -0.2 0.1669
H -3.517 2.919 -1.093 0.0 0.0 0.1 0.2347
H -2.066 3.906 -1.267 0.0 0.0 0.0 0.2261
H -3.496 0.497 -3.679 0.0 0.0 0.0 0.2349
H -4.386 -1.778 -3.359 0.0 0.0 0.0 0.2427
H -3.825 -3.053 -1.327 0.0 0.0 0.0 0.2343
H -2.832 -3.285 0.590 0.0 0.0 0.1 0.2340
H -0.107 -1.918 0.813 -0.5 -0.7 0.1 0.1670
H -0.531 -3.457 0.065 0.0 0.0 -0.1 0.2351
H -0.645 -3.282 1.810 0.0 0.0 0.1 0.2220
H -2.500 -0.684 2.146 -0.2 -0.3 -0.1 0.1756
H -2.616 -2.307 2.869 0.0 -0.1 0.1 0.2228
H -3.943 -1.653 1.920 0.0 0.0 0.0 0.2467
```
Positions in Å, forces in eV/Å.

Summary:
charge: +2
HOMO-LUMO gap: 6.24 eV
electronic energy: -294285.8447 eV

The following is a DFT calculation (the ωB97M-V functional and the def2-TZVPD basis) of C15H26BN2O14Sr as an isolated structure.

Geometry as XYZ:
```
59
Properties=species:S:1:pos:R:3:forces:R:3:nbo_charge:R:1
Sr 0.624 0.546 0.619 3.2 -0.9 -0.9 1.7751
C 3.549 0.362 0.667 3.4 -3.5 -1.6 0.9164
O 4.672 -0.193 0.585 1.4 0.6 1.6 -0.8345
O 2.863 0.332 -0.361 -4.0 1.3 -4.8 -0.9538
O 2.947 0.711 1.695 -2.3 2.1 5.4 -1.0014
O 0.670 -1.241 -1.540 -1.1 -0.6 -1.5 -0.5960
C 0.718 -1.590 -2.699 1.7 1.3 -0.6 0.7251
O -0.234 -1.723 -3.641 -0.4 -0.7 1.9 -0.6836
B 0.323 -2.561 -4.727 -0.7 0.5 -0.3 1.1629
O 1.744 -2.404 -4.607 -0.2 -1.3 -2.9 -0.6361
C 2.061 -1.813 -3.540 5.2 0.2 6.2 0.6541
O 3.230 -1.701 -3.055 -4.8 0.1 -2.3 -0.5230
O -0.128 -4.011 -4.697 0.4 0.3 0.2 -0.6365
C -0.815 -4.262 -5.781 -2.7 -3.0 -1.7 0.6764
O -1.387 -5.337 -6.160 2.6 4.1 1.9 -0.5851
C -0.931 -2.922 -6.565 -1.1 -0.6 -2.6 0.6706
O -0.194 -2.000 -5.976 -0.3 -0.6 -0.2 -0.6427
O -1.574 -2.814 -7.603 1.2 0.2 2.0 -0.5655
C -0.165 2.146 -2.337 0.0 -0.1 -1.5 -0.2510
O -0.700 1.369 -1.335 -1.9 -1.4 1.0 -0.6027
C -2.023 0.791 -1.573 -0.9 1.4 2.0 -0.0908
C -2.650 1.011 -0.165 1.3 -1.7 0.3 -0.2389
N -1.874 0.192 0.809 -0.5 -0.1 -0.2 -0.6789
C -2.115 -1.236 0.668 1.3 -1.9 0.3 -0.2628
C -1.102 -2.003 1.664 -1.7 -0.1 -0.2 -0.0450
O 0.235 -1.764 1.399 0.5 0.4 -0.2 -0.5868
C 1.177 -2.511 2.174 -0.1 -0.4 0.1 -0.2665
H -0.593 1.651 -3.209 0.8 0.9 -1.0 0.1895
H 0.924 2.095 -2.299 0.0 -0.3 -0.1 0.2231
H -0.450 3.194 -2.248 -0.3 0.1 -0.1 0.1607
H -2.091 -0.235 -1.935 0.9 0.0 0.1 0.2183
H -2.705 1.361 -2.203 0.7 0.5 -0.6 0.1919
H -3.659 0.645 0.028 -0.6 0.7 -1.0 0.1813
H -2.433 2.054 0.068 -0.6 0.0 0.1 0.2150
H -2.285 0.344 1.719 0.2 0.6 0.3 0.3593
H -1.994 -1.697 -0.312 0.6 0.7 -0.3 0.2266
H -3.173 -1.431 0.841 -0.2 -0.5 0.8 0.1759
H -1.181 -3.090 1.671 -0.9 -0.1 -0.2 0.1859
H -1.372 -1.644 2.657 0.1 0.0 0.5 0.1418
H 1.375 -3.486 1.730 0.4 0.3 -0.7 0.1919
H 0.812 -2.841 3.147 -0.6 0.7 0.4 0.1582
H 2.060 -1.888 2.318 0.1 -0.2 -0.3 0.2528
C -0.092 1.748 5.250 -0.8 1.2 0.2 -0.6175
C -0.255 1.701 3.720 1.9 -0.2 0.2 -0.0671
C 0.378 2.890 2.964 0.3 1.0 0.9 -0.0649
O 0.390 2.777 1.563 -1.8 -1.3 -0.1 -0.5976
C 1.167 3.712 0.889 1.0 1.3 1.3 -0.2579
N 0.513 0.553 3.253 -1.3 -0.3 -0.3 -0.8983
H -0.807 2.456 5.670 -0.1 0.2 0.2 0.1988
H 0.889 2.041 5.624 0.2 0.0 -0.4 0.2210
H -0.329 0.790 5.712 0.0 -0.2 -0.3 0.2099
H -1.321 1.635 3.500 -0.1 -0.2 -0.3 0.1742
H 1.426 3.035 3.226 0.2 -0.4 0.6 0.1954
H -0.113 3.811 3.278 -0.3 0.3 -0.1 0.1658
H 2.151 3.749 1.357 0.4 -0.3 -0.2 0.2028
H 0.749 4.685 1.143 -0.2 0.5 -0.8 0.1627
H 1.309 3.502 -0.172 -0.5 -0.1 0.2 0.2120
H 0.290 -0.258 3.812 0.2 -0.2 0.0 0.3599
H 1.499 0.764 3.319 0.7 -0.2 -0.2 0.4294
```
Positions in Å, forces in eV/Å.

Summary:
charge: -1
HOMO-LUMO gap: 4.07 eV
electronic energy: -49140.1777 eV

The following is a DFT calculation (the ωB97M-V functional and the def2-TZVPD basis) of a 2-piece molecular cluster, C15H26Cl3F3NO3 overall.

Geometry as XYZ:
```
51
Properties=species:S:1:pos:R:3:forces:R:3:nbo_charge:R:1
C 4.452 -1.727 1.153 0.0 0.1 0.1 -0.6112
C 4.202 -0.279 0.718 -0.1 -0.2 -0.1 -0.4070
C 3.005 -0.136 -0.218 0.2 0.0 -0.1 -0.0712
O 1.851 -0.684 0.413 0.0 0.0 0.0 -0.5685
C 0.589 -0.040 0.242 -0.1 0.2 0.1 0.2577
C 0.549 1.240 1.095 -0.2 -0.1 0.2 -0.0976
O 1.343 2.304 0.528 -0.1 0.0 -0.2 -0.5319
C 0.726 3.474 0.334 -0.3 -0.3 0.3 1.1698
F 1.540 4.279 -0.306 0.5 0.4 -0.3 -0.3003
F 0.371 4.068 1.491 0.0 0.0 0.2 -0.3361
F -0.409 3.366 -0.382 -0.1 -0.1 -0.1 -0.3336
C 0.223 0.246 -1.211 -0.2 0.2 0.0 -0.4671
C -0.202 -0.984 -2.019 0.2 -0.3 -0.2 0.1278
C -0.525 -0.545 -3.449 0.2 0.2 0.1 -0.6100
C 0.875 -2.081 -2.074 -0.2 -0.1 0.1 -0.6255
N -1.423 -1.575 -1.385 -0.2 0.7 0.0 0.0278
O -2.456 -1.731 -2.117 0.2 -0.3 0.0 -0.4098
C -1.725 -1.289 0.047 -0.2 -0.3 0.2 0.0934
C -2.397 -2.554 0.631 0.2 -0.1 0.0 -0.6079
C -2.708 -0.087 0.129 0.3 0.1 -0.2 -0.6249
C -0.438 -1.023 0.846 0.0 0.0 0.1 -0.4259
H 5.199 -1.767 1.952 -0.1 0.0 -0.2 0.2094
H 4.818 -2.327 0.313 -0.1 0.0 0.1 0.2013
H 3.535 -2.184 1.533 0.1 0.1 -0.1 0.2160
H 4.039 0.359 1.594 0.1 0.0 -0.1 0.1998
H 5.080 0.090 0.171 -0.1 0.1 0.2 0.2036
H 3.204 -0.683 -1.153 -0.1 0.0 0.1 0.1639
H 2.865 0.917 -0.468 0.0 -0.1 0.0 0.1942
H -0.484 1.577 1.232 0.2 0.0 -0.1 0.2052
H 0.971 1.012 2.079 0.0 0.0 -0.1 0.2079
H 1.023 0.773 -1.740 0.0 -0.1 0.1 0.2351
H -0.632 0.935 -1.192 0.2 0.0 -0.1 0.2321
H -0.852 -1.385 -4.062 0.0 0.1 0.1 0.2333
H 0.390 -0.122 -3.881 -0.1 -0.1 0.0 0.2056
H -1.290 0.237 -3.460 0.0 -0.2 0.0 0.2188
H 1.145 -2.445 -1.079 0.0 0.1 -0.2 0.2259
H 1.771 -1.703 -2.575 -0.1 -0.1 0.1 0.2076
H 0.477 -2.929 -2.644 0.1 0.2 0.0 0.2199
H -2.884 -3.113 -0.172 -0.1 0.2 0.2 0.2445
H -3.136 -2.295 1.393 0.1 0.0 -0.1 0.2085
H -1.661 -3.217 1.100 -0.1 0.1 -0.1 0.2049
H -3.720 -0.411 0.373 0.1 0.0 -0.1 0.2249
H -2.750 0.462 -0.816 -0.1 -0.1 0.1 0.2244
H -2.372 0.614 0.898 -0.2 -0.1 0.0 0.2019
H 0.098 -1.959 1.022 -0.1 0.1 -0.1 0.2409
H -0.769 -0.666 1.832 0.1 -0.1 -0.1 0.2188
C -4.314 3.228 2.761 0.0 0.0 0.0 -0.2862
Cl -2.637 3.509 2.287 0.0 0.0 0.0 0.0177
Cl -5.413 4.204 1.791 0.0 0.0 0.0 0.0263
Cl -4.723 1.516 2.648 0.0 0.0 0.0 0.0177
H -4.421 3.529 3.795 0.0 0.0 0.0 0.2281
```
Positions in Å, forces in eV/Å.

Summary:
⟨S²⟩: 0.754
multiplicity: 2
charge: 0
HOMO-LUMO gap (spin up / spin down): 8.58 / 10.02 eV
electronic energy: -69327.8088 eV

The following is a DFT calculation (the ωB97M-V functional and the def2-TZVPD basis) of a 2-piece molecular cluster, C15H26F13O5PS4 overall.

Geometry as XYZ:
```
64
Properties=species:S:1:pos:R:3:forces:R:3:nbo_charge:R:1
C -1.205 0.631 -5.833 1.1 -0.2 -0.3 -0.6387
C 0.236 0.139 -5.192 -0.3 0.8 -0.7 -0.5214
S 0.028 -1.197 -3.861 -0.5 0.6 -0.2 0.1277
C -1.465 -0.770 -2.748 -0.7 0.8 -0.4 -0.5848
C -1.073 -1.161 -1.205 1.8 -1.4 -0.8 0.0647
C -0.468 -2.721 -1.294 -0.8 0.3 0.4 -0.0803
O -0.720 -3.371 0.003 0.1 -0.9 -2.3 -0.5652
C -0.970 -4.816 -0.135 -0.3 -1.9 0.8 -0.2946
O -2.191 -1.237 -0.264 0.1 2.4 -1.3 -0.5222
C -2.931 0.015 -0.111 0.8 1.0 1.6 -0.1978
C -2.039 1.388 -0.151 -0.1 1.4 0.4 -0.4568
C -0.951 1.522 1.093 0.0 -0.9 -0.5 -0.4673
C 0.047 2.855 0.926 -2.0 -2.6 -1.4 0.6673
F -0.698 3.756 -0.026 3.2 -1.9 3.0 -0.3387
F 1.310 2.310 0.340 -3.4 2.5 1.7 -0.3385
C 0.210 3.477 2.433 -2.4 -0.3 1.0 0.6047
F -1.171 3.948 2.830 4.3 -1.6 -1.2 -0.3234
F 0.518 2.349 3.339 -0.5 3.8 -2.7 -0.3116
C 1.179 4.784 2.563 -0.8 2.4 -2.6 0.5997
F 0.365 5.995 2.956 3.1 -4.2 -0.9 -0.2944
F 1.621 5.111 1.153 -1.3 -1.2 4.5 -0.3106
C 2.555 4.596 3.410 3.8 0.5 -3.8 0.4663
F 3.275 3.308 3.109 -3.0 4.5 0.6 -0.2871
F 3.498 5.666 2.906 -3.4 -3.4 1.6 -0.2985
S 2.465 4.821 5.252 2.4 -0.3 5.1 2.2131
F 2.204 6.512 5.181 0.0 -3.8 -0.2 -0.4149
F 0.811 4.429 5.383 3.3 1.0 -0.7 -0.4269
F 2.897 3.146 5.436 -1.4 3.5 0.1 -0.4346
F 4.176 5.158 5.249 -3.6 -0.7 0.1 -0.4352
F 2.515 4.957 6.961 -0.3 -0.3 -3.6 -0.3992
P -4.491 0.143 -1.273 -1.2 0.9 -0.9 1.6585
O -5.690 1.031 -0.312 1.8 -2.3 -1.2 -0.9648
O -4.130 1.201 -2.641 -0.4 -1.8 1.9 -0.9811
S -5.148 -1.590 -1.871 0.3 0.9 0.4 -0.5564
H -1.659 -0.310 -6.388 0.8 2.1 1.2 0.2253
H -1.936 1.031 -5.006 1.5 -0.7 -1.7 0.2066
H -0.941 1.481 -6.626 -0.9 -1.8 1.8 0.2255
H 0.861 -0.362 -6.077 -1.3 0.9 2.2 0.2381
H 0.888 1.018 -4.754 -1.5 -1.7 -0.9 0.2197
H -1.674 0.364 -2.942 0.4 -2.0 0.7 0.2321
H -2.426 -1.354 -3.131 2.1 1.0 1.1 0.2483
H -0.141 -0.527 -0.811 -2.3 -0.9 -0.8 0.1904
H 0.699 -2.721 -1.498 -2.5 0.1 0.1 0.1975
H -1.090 -3.243 -2.153 1.4 0.8 1.7 0.1870
H -0.175 -5.460 0.468 -1.7 1.8 -1.4 0.2470
H -0.964 -5.218 -1.234 0.1 1.1 1.9 0.1724
H -2.027 -5.105 0.323 2.0 1.0 -1.0 0.1772
H -3.409 -0.023 0.984 0.9 -0.1 -2.4 0.2455
H -1.486 1.601 -1.159 -1.2 -0.7 1.9 0.2438
H -2.803 2.291 0.010 1.5 -2.0 -0.5 0.2486
H -1.561 1.530 2.091 1.4 0.2 -1.8 0.2477
H -0.239 0.578 1.100 -1.4 2.1 0.1 0.2527
H -6.266 0.324 0.120 1.1 1.1 -1.0 0.5136
H -4.078 0.676 -3.494 -0.4 0.4 1.7 0.5177
C 4.041 -6.138 -0.309 0.0 0.0 -0.1 -0.8276
S 3.102 -6.031 1.234 -0.3 0.1 -0.1 1.2474
O 1.646 -6.064 0.878 1.0 0.0 0.1 -0.9899
C 3.534 -4.312 1.595 -0.1 0.1 0.0 -0.8282
H 3.888 -7.129 -0.741 0.0 0.1 0.2 0.2421
H 3.692 -5.378 -1.013 0.0 0.0 0.1 0.2313
H 5.104 -5.996 -0.100 -0.1 0.0 0.1 0.2283
H 3.216 -3.666 0.774 0.0 -0.1 0.0 0.2317
H 4.614 -4.230 1.742 -0.1 -0.1 0.0 0.2277
H 3.022 -4.011 2.512 0.0 -0.2 -0.1 0.2438
```
Positions in Å, forces in eV/Å.

Summary:
charge: 0
HOMO-LUMO gap: 6.08 eV
electronic energy: -114158.8612 eV

The following is a DFT calculation (the ωB97M-V functional and the def2-TZVPD basis) of C15H26F6IN4O14P3S3 as an isolated structure.

Geometry as XYZ:
```
72
Properties=species:S:1:pos:R:3:forces:R:3:mulliken_charge:R:1
C 4.881 3.118 5.157 -0.9 -0.7 -0.1 -0.7754
C 4.498 2.009 3.995 5.9 -2.6 -2.6 0.5117
O 5.559 1.419 3.376 -7.7 3.5 3.7 -0.5093
O 3.108 1.629 3.658 2.2 1.8 0.4 -0.2173
C 2.469 2.626 2.787 0.7 1.0 -1.8 -0.6760
C 0.869 2.279 2.445 1.2 2.0 1.7 -0.3068
C 0.246 1.248 3.554 -0.3 -0.2 0.4 -1.0089
C -1.288 0.699 3.172 1.5 0.2 2.7 -0.1615
C -2.413 1.663 3.841 -0.3 0.5 1.3 -0.4477
C -2.101 3.277 3.772 -0.5 3.8 -5.9 -0.0491
O -2.172 4.054 2.690 0.4 -5.6 7.1 -0.4194
I -1.553 4.327 5.663 -0.3 -0.9 -1.2 0.0598
N -1.317 0.455 1.721 0.6 1.3 -1.3 1.0324
P -2.794 0.598 0.841 -3.6 -2.0 -6.9 0.6253
O -2.624 0.281 -0.732 0.5 1.7 6.4 -0.6109
O -3.677 2.092 0.926 0.4 -3.5 1.8 -0.4363
O -3.909 -0.658 1.419 3.6 2.4 1.0 -0.5435
C -0.030 0.564 0.980 1.3 -2.7 -2.0 -1.6459
N 0.424 -0.550 0.262 0.4 3.6 0.2 0.6369
C 1.754 -0.577 -0.496 2.1 -0.4 -0.8 -0.8120
C 3.071 -0.544 0.493 0.8 0.8 0.1 1.1560
C 4.144 0.530 -0.191 -1.6 -0.2 -0.3 -1.0961
C 3.837 -1.984 0.658 0.3 0.1 0.1 -1.1820
P -0.514 -2.107 0.182 -3.0 -3.4 0.2 0.0090
O 0.587 -3.469 0.482 -1.1 2.7 -3.2 -0.4536
O -1.194 -2.341 -1.410 1.4 0.5 3.3 -0.2370
N 0.860 1.781 1.017 -3.5 -3.0 -0.5 1.1123
P 0.425 3.029 -0.168 0.0 4.2 -2.7 0.5557
O -1.238 3.540 -0.153 2.5 -3.4 -1.4 -0.4777
O 0.777 2.580 -1.848 -1.1 1.1 3.0 -0.5050
S 1.492 4.676 0.129 -0.8 -1.7 0.4 -0.3301
H 4.392 4.135 4.820 1.1 -2.0 0.9 0.2485
H 6.062 3.194 5.296 -2.8 -0.3 -0.7 0.2884
H 4.423 2.741 6.190 0.8 1.0 -2.3 0.2789
H 2.608 3.747 3.164 -0.6 -2.5 -0.4 0.4478
H 3.064 2.585 1.752 -1.5 0.1 2.1 0.1360
H 0.338 3.346 2.425 0.9 -2.4 0.5 0.7243
H 0.882 0.272 3.731 -0.9 2.2 -0.7 0.3125
H 0.251 1.834 4.594 -0.2 -1.3 -2.4 0.3577
H -1.365 -0.354 3.731 -0.1 2.2 -1.2 0.2983
H -3.513 1.513 3.472 2.2 0.2 0.5 0.3717
H -2.434 1.398 5.006 0.2 0.5 -2.7 0.4959
H -4.527 1.984 1.481 1.8 0.1 -1.2 0.3698
H -3.377 -1.223 2.061 -1.0 0.7 -1.1 0.3738
H 1.875 0.286 -1.276 -0.8 -1.5 1.6 0.2614
H 1.835 -1.595 -1.109 -0.7 2.2 1.3 0.4810
H 2.719 -0.075 1.508 0.8 -1.1 -1.7 -0.3272
H 4.444 0.064 -1.228 -0.2 1.0 2.1 0.3610
H 5.052 0.776 0.509 -1.8 -0.6 -1.5 0.2858
H 3.493 1.495 -0.440 1.7 -1.8 0.6 0.2034
H 3.296 -2.747 1.381 0.9 1.6 -1.7 0.2556
H 3.998 -2.437 -0.425 -0.4 0.8 2.3 0.3216
H 4.924 -1.811 1.109 -2.4 -0.2 -1.0 0.3425
H 0.805 -3.890 -0.411 -0.2 0.5 1.5 0.3559
H -2.193 -2.434 -1.249 1.7 0.3 -0.4 0.3267
H -1.704 2.983 -0.868 0.5 1.0 1.3 0.3238
H 0.882 3.496 -2.291 -0.1 -1.8 1.1 0.3529
C -3.927 -2.934 -3.715 -2.1 1.7 -0.1 0.6243
F -3.722 -2.977 -2.367 0.1 -0.3 -0.6 -0.3001
F -5.224 -3.313 -3.919 1.4 0.1 0.3 -0.2428
F -3.866 -1.616 -4.070 0.2 -1.3 0.4 -0.2430
S -2.748 -3.961 -4.656 1.5 -1.3 1.4 0.9677
O -2.973 -5.322 -4.163 0.0 1.7 -0.7 -0.6540
O -1.434 -3.401 -4.330 -1.6 -0.3 -0.5 -0.5899
N -3.319 -3.630 -6.097 0.7 -0.5 0.6 -0.2660
S -2.516 -4.368 -7.247 2.1 -1.9 -1.6 0.9882
O -2.682 -5.821 -7.329 -0.2 1.9 0.4 -0.6368
O -1.154 -3.892 -7.500 -1.8 -0.2 0.5 -0.6452
C -3.494 -3.718 -8.643 -1.7 1.2 -1.8 0.6439
F -3.465 -2.353 -8.708 0.2 -1.1 0.3 -0.2369
F -4.816 -4.055 -8.554 1.2 0.1 0.2 -0.2380
F -3.065 -4.168 -9.858 0.0 0.2 1.5 -0.2171
```
Positions in Å, forces in eV/Å.

Summary:
charge: 0
HOMO-LUMO gap: 4.73 eV
electronic energy: -135370.7816 eV